Record 1
18
Properties=species:S:1:pos:R:3:nbo_charge:R:1 method="wB97M-V/def2-TZVPD" charge=-1 e_above_lowest_kj_mol=31.33 molar_mass_da=103.1 homo_ev=-3.930
C -1.508 1.051 0.944 -0.5108
C -1.521 -0.249 1.774 -0.6038
C -0.557 0.984 -0.289 0.7639
O -0.851 0.136 -1.153 -0.7948
O 0.392 1.811 -0.280 -0.7985
H -2.486 1.200 0.470 0.1883
H -1.310 1.890 1.598 0.1863
H -1.287 -1.083 1.135 0.2170
H -2.508 -0.370 2.226 0.1782
H -0.791 -0.203 2.588 0.1849
C 1.442 -2.129 -0.632 -0.6086
C 2.297 -0.868 -0.650 -0.6376
H 1.473 -2.709 -1.563 0.1830
H 1.775 -2.857 0.115 0.1685
H 0.394 -1.891 -0.459 0.2402
H 3.332 -1.164 -0.502 0.1684
H 2.159 -0.401 -1.624 0.2203
H 2.020 0.008 -0.063 0.2552

Record 2
38
Properties=species:S:1:pos:R:3:nbo_charge:R:1 method="wB97M-V/def2-TZVPD" charge=+2 e_above_lowest_kj_mol=0.00 molar_mass_da=412.7 homo_ev=-15.593
Pd 0.049 0.166 0.254 1.1013
O 1.293 -1.265 0.752 -0.5815
C 1.039 -2.280 1.453 0.5893
C 2.124 -2.995 2.031 -0.3266
C 1.893 -4.123 2.744 -0.0274
C 0.568 -4.679 2.908 -0.1774
C -0.496 -4.072 2.363 -0.1517
C -0.346 -2.826 1.630 -0.1118
C -1.472 -2.252 1.148 0.0762
N -1.508 -1.019 0.484 -0.1620
N -2.650 -0.540 0.293 -0.1295
C -2.576 0.768 -0.309 0.6206
O -1.441 1.264 -0.534 -0.6008
C -3.810 1.389 -0.627 -0.1365
C -5.033 0.720 -0.400 -0.1092
C -6.216 1.345 -0.725 -0.2216
C -6.191 2.623 -1.275 -0.0575
C -4.987 3.301 -1.491 -0.2068
C -3.799 2.690 -1.178 -0.1231
H 3.117 -2.598 1.876 0.2637
H 2.726 -4.642 3.200 0.2570
H 0.451 -5.593 3.473 0.2620
H -1.489 -4.491 2.460 0.2483
H -2.446 -2.708 1.285 0.2552
H -5.040 -0.275 0.021 0.2435
H -7.159 0.844 -0.559 0.2527
H -7.123 3.103 -1.546 0.2486
H -4.997 4.298 -1.909 0.2519
H -2.857 3.187 -1.356 0.2388
N 0.873 3.008 1.186 -0.3114
C 1.569 3.699 2.099 0.0250
C 2.151 2.784 2.951 -0.3096
C 1.754 1.540 2.467 0.0065
N 0.967 1.682 1.400 -0.3857
H 0.346 3.365 0.407 0.4330
H 1.597 4.776 2.082 0.2583
H 2.782 2.991 3.797 0.2699
H 1.995 0.558 2.839 0.2284

Record 3
62
Properties=species:S:1:pos:R:3:nbo_charge:R:1 method="wB97M-V/def2-TZVPD" smiles="C=CCc1ccc(OC[C@H](O)C[NH+]2CCN(Cc3ccccc3)CC2)c(OC)c1" charge=+1 e_above_lowest_kj_mol=266.34 molar_mass_da=397.5 homo_ev=-11.002
C -8.399 -1.742 -1.323 -0.3816
C -7.235 -2.038 -0.778 -0.1678
C -6.840 -1.669 0.625 -0.4635
C -5.648 -0.754 0.581 0.0323
C -5.821 0.615 0.436 -0.2082
C -4.727 1.456 0.357 -0.2274
C -3.447 0.934 0.417 0.2008
O -2.322 1.753 0.386 -0.5406
C -2.005 2.327 -0.869 -0.0872
C -0.526 2.016 -1.135 0.0630
O -0.278 0.634 -1.137 -0.7463
C 0.333 2.652 -0.009 -0.2528
N 1.591 1.887 0.069 -0.3854
C 2.121 1.706 1.434 -0.2220
C 3.321 0.763 1.394 -0.2449
N 4.339 1.337 0.542 -0.4347
C 5.648 0.696 0.652 -0.2478
C 5.667 -0.746 0.208 0.0227
C 5.920 -1.075 -1.119 -0.2451
C 5.894 -2.394 -1.536 -0.1981
C 5.612 -3.403 -0.631 -0.2067
C 5.366 -3.087 0.694 -0.1893
C 5.393 -1.767 1.110 -0.2512
C 3.843 1.454 -0.812 -0.2461
C 2.653 2.411 -0.815 -0.2248
C -3.256 -0.449 0.539 0.3239
O -1.944 -0.869 0.552 -0.5435
C -1.692 -2.255 0.654 -0.2533
C -4.361 -1.279 0.626 -0.3067
H -8.643 -2.026 -2.333 0.2060
H -9.164 -1.215 -0.779 0.1925
H -6.480 -2.568 -1.343 0.1951
H -6.591 -2.577 1.178 0.2218
H -7.675 -1.174 1.121 0.2236
H -6.817 1.027 0.388 0.2242
H -4.854 2.522 0.255 0.2282
H -2.625 1.905 -1.665 0.2136
H -2.157 3.412 -0.837 0.1941
H -0.231 2.398 -2.118 0.1957
H -0.914 0.194 -0.528 0.5173
H 0.524 3.708 -0.190 0.2300
H -0.217 2.536 0.928 0.2460
H 1.289 0.952 -0.311 0.4708
H 1.337 1.298 2.074 0.2311
H 2.432 2.681 1.815 0.2276
H 3.722 0.661 2.403 0.2349
H 2.994 -0.236 1.051 0.1849
H 6.341 1.286 0.049 0.2131
H 5.953 0.774 1.697 0.2130
H 6.159 -0.294 -1.828 0.2092
H 6.101 -2.634 -2.568 0.2223
H 5.596 -4.432 -0.955 0.2235
H 5.160 -3.870 1.408 0.2198
H 5.218 -1.530 2.150 0.2087
H 4.631 1.870 -1.441 0.2347
H 3.536 0.482 -1.239 0.1887
H 2.257 2.520 -1.825 0.2292
H 2.966 3.385 -0.435 0.2276
H -0.609 -2.364 0.633 0.1999
H -2.126 -2.801 -0.187 0.1896
H -2.077 -2.658 1.594 0.1920
H -4.238 -2.345 0.728 0.2235

Record 4
9
Properties=species:S:1:pos:R:3:nbo_charge:R:1 method="wB97M-V/def2-TZVPD" smiles="S=c1cc(I)[nH]s1" e_above_lowest_kj_mol=137.58 molar_mass_da=243.1 homo_ev=-8.229
S 2.455 -2.025 0.937 -0.0617
C 1.150 -1.254 0.307 -0.3467
C 1.006 0.136 0.411 -0.3723
C -0.025 0.702 -0.220 0.0574
I -0.972 2.561 -0.293 0.2656
N -0.733 -0.468 -1.101 -0.8000
S 0.052 -1.945 -0.839 0.6042
H 1.628 0.759 0.940 0.2518
H -1.740 -0.524 -1.122 0.4018

Record 5
11
Properties=species:S:1:pos:R:3:nbo_charge:R:1 method="wB97M-V/def2-TZVPD" e_above_lowest_kj_mol=496.85 molar_mass_da=83.1 homo_ev=-8.924
C 0.069 -1.759 -0.146 -0.7242
C 0.237 -0.284 -0.341 0.2332
C -0.558 0.665 -0.791 -0.1416
N -0.730 1.971 -0.446 -0.3388
N 0.020 2.310 0.568 0.0453
N 0.651 1.394 1.171 -0.4341
H 0.594 -2.386 -0.882 0.2475
H 0.504 -1.990 0.823 0.2669
H -0.980 -2.094 -0.125 0.2261
H -1.079 0.292 -1.672 0.2450
H 1.273 1.881 1.840 0.3747

Record 6
97
Properties=species:S:1:pos:R:3:lowdin_charge:R:1 method="wB97M-V/def2-TZVPD" charge=+2 molar_mass_da=1005.1 homo_ev=-14.009
Ir -0.752 0.402 -0.577 0.9397
O -1.675 3.514 -0.996 -0.3233
S -0.566 2.620 -0.772 0.8149
C 0.698 2.897 -1.977 -0.3580
C 0.654 4.019 -2.782 -0.0248
C 1.727 4.228 -3.640 -0.0166
C 2.788 3.332 -3.675 -0.0202
C 2.795 2.199 -2.869 -0.0270
C 1.732 1.975 -2.006 -0.3185
P 1.490 0.473 -1.021 0.9766
C 2.065 -0.847 -2.123 -0.3363
C 1.193 -1.455 -3.026 -0.0793
C 1.676 -2.390 -3.930 -0.0502
C 3.023 -2.719 -3.948 -0.0485
C 3.898 -2.106 -3.061 -0.0489
C 3.426 -1.175 -2.151 -0.0903
C 2.679 0.458 0.327 -0.3559
C 3.303 1.631 0.751 -0.0733
C 4.280 1.576 1.734 -0.0447
C 4.652 0.353 2.277 -0.0415
C 4.039 -0.819 1.850 -0.0637
C 3.045 -0.767 0.888 -0.1114
C 0.269 3.197 0.707 -0.3465
C 0.807 4.477 0.704 -0.0285
C 1.422 4.933 1.859 -0.0213
C 1.472 4.130 2.995 -0.0232
C 0.898 2.869 2.994 -0.0445
C 0.299 2.392 1.833 -0.3304
P -0.733 0.922 1.681 0.9950
C -2.312 1.562 2.293 -0.3240
C -3.249 2.185 1.471 -0.0818
C -4.357 2.793 2.036 -0.0396
C -4.541 2.781 3.412 -0.0435
C -3.605 2.169 4.232 -0.0477
C -2.488 1.564 3.678 -0.0709
C -0.252 -0.381 2.804 -0.3511
C -1.211 -1.343 3.141 -0.0841
C -0.862 -2.389 3.978 -0.0357
C 0.429 -2.474 4.486 -0.0382
C 1.377 -1.516 4.158 -0.0498
C 1.042 -0.468 3.311 -0.0879
H -0.194 4.690 -2.747 0.1326
H 1.729 5.090 -4.294 0.1264
H 3.609 3.504 -4.357 0.1245
H 3.605 1.485 -2.941 0.1190
H 0.143 -1.206 -3.034 0.0729
H 0.992 -2.858 -4.626 0.1181
H 3.395 -3.447 -4.657 0.1184
H 4.951 -2.351 -3.078 0.1179
H 4.124 -0.708 -1.469 0.1100
H 3.043 2.584 0.305 0.1096
H 4.767 2.486 2.058 0.1190
H 5.431 0.312 3.027 0.1203
H 4.336 -1.772 2.266 0.1216
H 2.576 -1.684 0.555 0.1054
H 0.756 5.105 -0.175 0.1276
H 1.857 5.923 1.877 0.1255
H 1.947 4.502 3.893 0.1249
H 0.903 2.270 3.895 0.1195
H -3.140 2.199 0.396 0.0815
H -5.082 3.276 1.394 0.1193
H -5.413 3.252 3.846 0.1180
H -3.742 2.157 5.305 0.1172
H -1.765 1.095 4.333 0.1118
H -2.225 -1.270 2.766 0.1003
H -1.604 -3.130 4.244 0.1223
H 0.693 -3.287 5.150 0.1193
H 2.376 -1.576 4.568 0.1159
H 1.780 0.285 3.072 0.0871
C 0.772 -5.615 -1.668 -0.0222
C -0.269 -4.621 -1.240 -0.2302
C 0.095 -3.442 -0.592 -0.0142
C -0.859 -2.522 -0.201 -0.0958
C -2.201 -2.768 -0.466 -0.2830
C -2.592 -3.952 -1.072 -0.0293
C -1.623 -4.865 -1.457 0.0111
S -3.409 -1.588 -0.004 0.7135
O -2.688 -0.290 0.172 -0.4725
O -4.121 -1.929 1.187 -0.2332
N -4.469 -1.621 -1.205 -0.1091
C -4.252 -1.583 -2.665 -0.1725
C -3.876 -0.227 -3.237 -0.0614
C -2.554 0.248 -2.684 -0.6327
O -2.444 1.442 -2.394 -0.0182
O -1.635 -0.604 -2.375 -0.1718
H 1.753 -5.147 -1.753 0.0778
H 0.516 -6.063 -2.627 0.0917
H 0.846 -6.424 -0.939 0.0990
H 1.142 -3.249 -0.392 0.1118
H -0.541 -1.660 0.394 0.0558
H -3.640 -4.161 -1.243 0.1324
H -1.928 -5.784 -1.944 0.1329
H -5.360 -1.262 -0.875 0.1427
H -5.191 -1.933 -3.089 0.1373
H -3.487 -2.316 -2.910 0.1134
H -4.618 0.538 -3.022 0.1337
H -3.794 -0.330 -4.322 0.1418